Entry 1:
Here is a molecular structure, C14H17Br6CoF9NNaO9 in a non-equilibrium geometry from the OMol25 dataset. Energies are from ωB97M-V with the def2-TZVPD basis set.

XYZ file:
```
58
Properties=species:S:1:pos:R:3:mulliken_charge:R:1
Co 24.7735 20.1940 26.5802 1.330
Na 24.9497 18.9061 21.7865 0.991
N 24.6998 17.3262 25.0359 0.522
O 24.8397 17.2713 23.8007 -0.388
O 24.5884 16.3213 25.7066 -0.315
O 24.6707 18.4580 25.6660 -0.277
C 23.5191 13.1658 23.9045 0.184
Br 22.9942 13.8847 22.1676 -0.082
Br 25.2692 12.3161 23.8622 -0.031
Br 22.1109 12.0199 24.6102 0.000
H 23.5700 14.0306 24.5513 -0.078
C 25.3463 13.3401 27.7928 0.124
Br 24.0089 14.4758 28.6468 0.049
Br 24.6468 11.5793 27.3713 -0.007
Br 27.0162 13.1804 28.8549 -0.052
H 25.6619 13.7953 26.8635 -0.110
C 20.1838 20.7961 26.7161 -1.059
C 21.0695 21.2834 27.8481 -0.115
O 21.2633 20.2282 28.8301 -0.265
C 22.2808 19.4492 28.7122 0.250
O 23.1540 19.4666 27.8620 -0.375
C 22.3064 18.2899 29.7597 0.830
F 22.4493 17.1340 29.1268 -0.228
F 23.3713 18.4958 30.5472 -0.202
F 21.2153 18.2895 30.4986 -0.209
H 19.7626 21.6602 26.2025 0.388
H 19.3686 20.1199 26.9654 0.324
H 20.7899 20.2372 25.9972 0.243
H 20.6401 22.0964 28.4279 0.370
H 21.9922 21.6905 27.4326 0.102
C 28.0792 17.5296 26.2620 -0.858
C 27.4505 17.1044 27.5768 0.022
O 27.6137 18.0034 28.6742 -0.234
C 26.7735 18.9356 28.9326 0.272
O 25.9080 19.3167 28.1685 -0.389
C 27.0526 19.6629 30.2752 0.773
F 28.1686 19.2887 30.8134 -0.193
F 27.0637 20.9647 30.0016 -0.245
F 26.0244 19.4378 31.0790 -0.192
H 29.1351 17.7461 26.4140 0.430
H 27.5850 18.3914 25.7972 0.184
H 27.9422 16.7507 25.5133 0.077
H 27.9481 16.1771 27.8518 0.318
H 26.3975 16.8447 27.4474 0.078
C 28.5965 14.7754 23.0639 -1.239
C 27.6575 15.7750 22.4203 0.217
O 26.7384 15.1209 21.5199 -0.152
C 26.0999 15.8140 20.6360 0.588
O 25.9348 17.0113 20.6709 -0.689
C 25.3752 14.9729 19.5890 0.692
F 24.1284 15.4125 19.4190 -0.241
F 26.0288 15.0816 18.4473 -0.239
F 25.2527 13.7003 19.9341 -0.180
H 28.1658 14.1788 23.8582 0.259
H 29.4703 15.3404 23.3913 0.406
H 28.9724 14.1366 22.2628 0.396
H 28.2461 16.4533 21.7971 0.366
H 27.0723 16.3796 23.1155 -0.138
```

net charge	+2
HOMO-LUMO gap (spin up / spin down)	4.7 / 4.2	eV
LUMO energy (spin up / spin down)	-9.0 / -9.5	eV
2S+1	4
<S²>	3.76

=====

Entry 2:
Here is 2 unconnected molecules or ions with the total composition H2N3PS in a non-equilibrium geometry from the OMol25 dataset. Energies are from ωB97M-V with the def2-TZVPD basis set.

XYZ file:
```
7
Properties=species:S:1:pos:R:3:mulliken_charge:R:1
N 1.2979 1.0334 0.6526 -0.321
N -0.0774 0.9025 0.2159 -0.398
N 0.6421 -0.1485 0.1696 0.556
P 0.9380 -1.5863 -0.3592 -0.027
S -2.4329 -1.6045 -0.5108 -0.260
H 1.8525 1.5725 -0.0442 0.245
H -2.2201 -0.1691 -0.1240 0.206
```

net charge	0
HOMO-LUMO gap (spin up / spin down)	6.3 / 7.1	eV
relative energy (zero: lowest compared OMol25 entry of this formula, charge and spin)	468.83	kJ/mol
LUMO energy (spin up / spin down)	-2.3 / -1.9	eV

=====

Entry 3:
Here is a molecular structure, C17H17BiCl2N5 in a non-equilibrium geometry from the OMol25 dataset. Energies are from ωB97M-V with the def2-TZVPD basis set.

XYZ file:
```
42
Properties=species:S:1:pos:R:3:mulliken_charge:R:1
Bi 1.1998 0.3292 -1.4149 1.311
C -1.8235 1.6282 -1.3900 -0.734
N -0.4135 2.1559 -1.4141 -0.349
C -0.0912 3.0338 -0.2344 -1.089
C 0.3653 2.1797 0.8766 0.677
N 0.9641 1.0041 0.6585 -0.238
C 1.2879 0.4407 1.8860 1.023
C 1.9202 -0.7545 2.2277 -0.859
C 2.0802 -1.0036 3.5857 -0.815
C 1.6104 -0.1072 4.5501 -0.516
C 1.0034 1.0944 4.2265 -0.977
C 0.8666 1.3471 2.8660 0.760
N 0.2723 2.4079 2.1753 -0.059
C -1.8636 0.1665 -1.1603 0.312
N -0.7718 -0.5936 -1.3108 -0.244
C -1.1122 -1.9296 -1.0182 0.973
C -0.3723 -3.1083 -1.0206 -0.689
C -1.0562 -4.2630 -0.7125 -0.798
C -2.4241 -4.2673 -0.4628 -0.553
C -3.1716 -3.1091 -0.4415 -0.916
C -2.4803 -1.9342 -0.7193 0.671
N -2.8984 -0.5918 -0.8007 -0.024
H -2.4022 2.1499 -0.6182 0.415
H -2.3268 1.8531 -2.3333 0.507
H -0.3135 2.7334 -2.2397 0.376
H 0.7367 3.7064 -0.5010 0.428
H -0.9317 3.6737 0.0574 0.431
H 2.3071 -1.4517 1.5068 0.327
H 2.5759 -1.9088 3.9115 0.442
H 1.7086 -0.3571 5.6091 0.415
H 0.6524 1.7999 4.9599 0.461
H -0.1174 3.2506 2.5746 0.273
H 0.7007 -3.1354 -1.2383 0.336
H -0.4818 -5.1937 -0.7003 0.416
H -2.9160 -5.2067 -0.2314 0.429
H -4.2364 -3.0713 -0.2280 0.437
H -3.8467 -0.2608 -0.6326 0.275
Cl 1.5613 1.9482 -3.9203 -0.140
C 3.2445 1.4322 -4.3060 -0.322
Cl 4.1775 1.1638 -2.8467 -0.082
H 3.6631 2.2323 -4.9067 0.352
H 3.1531 0.5166 -4.8693 0.356
```

net charge	+3
HOMO-LUMO gap	6.4	eV
LUMO energy	-11.5	eV

=====

Entry 4:
Here is a molecular structure, C8H17N3Si in a non-equilibrium geometry from the OMol25 dataset. Energies are from ωB97M-V with the def2-TZVPD basis set.

XYZ file:
```
29
Properties=species:S:1:pos:R:3:mulliken_charge:R:1
C 0.6263 2.5022 1.8981 -0.139
C -1.1006 2.2151 0.8676 -0.122
C -2.8985 -1.1407 -0.6386 -1.473
C -0.8449 -2.6958 -1.0610 -1.604
C -1.1850 -1.6070 1.1071 -1.650
C 1.5428 -0.3030 -1.2163 -0.960
C 1.6025 4.2738 0.9475 -0.886
C -1.3724 -1.3073 -0.3745 1.560
N -0.6367 2.9977 1.7835 -0.598
N 0.9333 1.4997 1.0177 -0.658
N -0.2115 1.2957 0.3657 0.992
Si -0.2554 0.1818 -0.9432 -0.565
H 1.3825 2.6698 2.7778 0.380
H -2.1561 2.2971 0.5319 0.399
H -3.0585 -0.2771 -1.2620 0.346
H -3.4885 -2.0024 -1.0293 0.345
H -3.4878 -1.0333 0.3229 0.326
H -1.6473 -3.4741 -1.1226 0.410
H 0.0287 -3.1163 -0.6548 0.384
H -0.6916 -2.4723 -2.1553 0.379
H -1.9393 -2.4278 1.3602 0.454
H -0.1395 -1.7376 1.4093 0.409
H -1.6532 -0.7937 1.7891 0.329
H 2.1949 0.4850 -1.3501 0.429
H 1.8008 -0.7844 -0.1731 0.269
H 1.7547 -1.0360 -2.0191 0.327
H 0.7038 4.8634 0.6309 0.262
H 2.0423 3.8533 0.1029 0.295
H 2.2971 4.7275 1.6357 0.361
```

net charge	0
HOMO-LUMO gap (spin up / spin down)	6.5 / 7.8	eV
relative energy (zero: lowest compared OMol25 entry of this formula, charge and spin)	463.35	kJ/mol
LUMO energy (spin up / spin down)	-0.9 / 0.2	eV

=====

Copy entry 4 word for word.
Here is a molecular structure, C8H17N3Si in a non-equilibrium geometry from the OMol25 dataset. Energies are from ωB97M-V with the def2-TZVPD basis set.

XYZ file:
```
29
Properties=species:S:1:pos:R:3:mulliken_charge:R:1
C 0.6263 2.5022 1.8981 -0.139
C -1.1006 2.2151 0.8676 -0.122
C -2.8985 -1.1407 -0.6386 -1.473
C -0.8449 -2.6958 -1.0610 -1.604
C -1.1850 -1.6070 1.1071 -1.650
C 1.5428 -0.3030 -1.2163 -0.960
C 1.6025 4.2738 0.9475 -0.886
C -1.3724 -1.3073 -0.3745 1.560
N -0.6367 2.9977 1.7835 -0.598
N 0.9333 1.4997 1.0177 -0.658
N -0.2115 1.2957 0.3657 0.992
Si -0.2554 0.1818 -0.9432 -0.565
H 1.3825 2.6698 2.7778 0.380
H -2.1561 2.2971 0.5319 0.399
H -3.0585 -0.2771 -1.2620 0.346
H -3.4885 -2.0024 -1.0293 0.345
H -3.4878 -1.0333 0.3229 0.326
H -1.6473 -3.4741 -1.1226 0.410
H 0.0287 -3.1163 -0.6548 0.384
H -0.6916 -2.4723 -2.1553 0.379
H -1.9393 -2.4278 1.3602 0.454
H -0.1395 -1.7376 1.4093 0.409
H -1.6532 -0.7937 1.7891 0.329
H 2.1949 0.4850 -1.3501 0.429
H 1.8008 -0.7844 -0.1731 0.269
H 1.7547 -1.0360 -2.0191 0.327
H 0.7038 4.8634 0.6309 0.262
H 2.0423 3.8533 0.1029 0.295
H 2.2971 4.7275 1.6357 0.361
```

net charge	0
HOMO-LUMO gap (spin up / spin down)	6.5 / 7.8	eV
relative energy (zero: lowest compared OMol25 entry of this formula, charge and spin)	463.35	kJ/mol
LUMO energy (spin up / spin down)	-0.9 / 0.2	eV